1.
139
Properties=species:S:1:pos:R:3 method="wB97M-V/def2-TZVPD" lumo_ev=-0.09 homo_ev=-10.1147 gap_ev=10.028 smiles="CCCCCCCCCC[C@]1(CCCCOC(C)=O)OS(=O)(=O)O[C@]1(CC[C@](F)(Br)C(F)(F)Br)CP(=O)(O)O.O=C1OCCO1.O=C1OCCO1.O=C1OCCO1.O=C1OCCO1.O=C1OCCO1.O=C1OCCO1" spin_multiplicity=1
Br -2.76974 -0.52051 4.65146
Br 0.50624 -1.84559 5.63048
S 1.51779 -4.73287 -0.29015
P -2.19195 -3.20766 -0.69099
F -0.85358 -4.04555 4.77731
F -2.79595 -2.94350 3.51263
F -1.89313 -2.80585 6.16263
O 0.56537 -5.63894 -0.81337
O 8.92164 2.33746 1.74509
O -3.44152 -4.19965 -0.61909
O -5.21470 3.15850 -0.11826
O 1.10719 -4.20190 1.13117
O -0.33239 0.26872 -3.35609
O -2.53359 10.56769 -0.59675
O 1.29857 -3.36848 -1.05124
O -4.91564 3.96768 -5.18517
O -5.00065 2.84104 -2.31292
O 7.69746 0.92227 2.95326
O -3.74689 -9.73283 5.96201
O -4.64681 2.14817 -6.48620
O 6.72134 2.72191 2.00246
O -2.83210 8.91363 -2.09388
O 5.26384 -4.07953 -4.63371
O -0.41003 1.87191 -4.94355
O -4.45944 9.40364 -0.64932
O -5.34008 4.91458 -1.51711
O -2.70205 -1.84849 -0.58926
O 3.58826 -2.77322 -3.93235
O -6.64199 2.59208 -5.60329
O 2.84012 -5.21556 -0.27631
O -3.20366 -7.55670 5.76680
O -1.47459 -3.52688 -2.04969
O -1.58988 -9.09410 5.87246
O -2.00011 1.75270 -3.39625
C -1.17672 -3.70004 0.71577
C -5.35947 3.00029 -5.70733
C -3.20774 9.71519 -1.06648
C 2.36176 -1.79084 0.38052
C -2.22985 2.99200 -4.08776
C -1.83471 -2.08719 3.90895
C 4.72101 1.76893 4.20860
C -0.98240 -1.57822 2.76972
C -0.25047 -0.07658 0.07816
C 0.98291 3.48419 0.58920
C -4.64388 1.59110 -1.69330
C 0.37975 -1.11453 -0.84169
C -1.44435 2.78713 -5.36467
C 4.38377 -2.14293 -2.90062
C 4.09460 -3.93823 -4.37743
C -1.97788 -6.83318 5.91819
C -0.94305 -7.86686 5.52383
C 2.31086 3.15325 1.26857
C -2.93121 -8.88159 5.87642
C -5.45402 0.98976 -6.73801
C -5.24426 1.73783 -0.31118
C 0.97051 -2.29578 -0.12565
C 3.09223 -5.01609 -4.54514
C -0.85699 1.20861 -3.85956
C 3.43559 -1.48057 -1.93307
C -5.20022 3.75169 -1.33262
C -5.03461 8.49163 -1.59484
C -0.08040 1.35391 -0.43156
C 3.50746 -2.11458 -0.54037
C -1.08878 -2.75911 5.08798
C 9.85576 1.47390 2.40438
C 2.18572 1.96407 3.57753
C 2.15325 3.29504 2.79357
C 3.26926 1.97920 4.66906
C 7.67944 2.05256 2.20189
C -6.85544 1.53055 -6.54140
C 0.19358 -3.02280 0.97812
C 8.98409 0.30509 2.80976
C -3.80867 7.87147 -2.22415
C -0.09488 2.40329 0.70511
C 0.23011 -2.44150 2.38753
H -1.85597 -3.59648 1.54440
H -1.01159 3.70412 -5.75276
H 5.01647 -1.42638 -3.39895
H 5.36539 2.53102 4.60887
H 1.18444 3.75443 2.94329
H -1.01577 -4.76190 0.62554
H -1.30830 -0.25233 0.18361
H 3.69375 -3.17093 -0.65365
H -3.29654 3.14864 -4.22836
H 4.39043 -1.72610 -0.05784
H 1.11225 -1.84277 2.52287
H 0.24620 -0.09594 1.04053
H 4.96718 -2.90856 -2.42145
H -4.66933 1.23299 0.45958
H 5.06214 0.81782 4.59703
H 2.99866 1.18671 5.35175
H 2.45206 -1.65794 -2.33559
H -0.00500 -7.76051 6.06158
H 0.37052 -3.28576 3.03704
H 2.58894 -2.25397 1.32910
H -0.68588 -0.57838 3.01547
H -0.90091 1.59006 -1.08742
H -1.81710 -2.89321 -2.69038
H 2.89869 3.94429 3.22642
H -7.27575 1.94979 -7.45643
H 10.66221 1.19426 1.73250
H 0.82852 1.46284 -1.00839
H 9.29373 -0.15972 3.74148
H 3.17444 2.94357 5.14758
H -1.64292 -1.47225 1.92270
H -2.03264 2.31112 -6.14659
H 0.61501 4.42062 0.98479
H 2.30466 -4.68242 -5.20425
H -5.63239 9.05843 -2.31098
H 1.18660 3.65588 -0.45988
H -0.32026 -1.39916 -1.60297
H -5.05466 0.75442 -2.25151
H -3.95194 7.60798 -3.26811
H 10.27241 2.00188 3.26349
H -1.87992 -6.51936 6.95909
H -3.19845 -5.04454 -0.23342
H 4.82988 1.70571 3.14277
H -5.66900 7.76421 -1.09747
H 1.15971 -0.61238 -1.38140
H 2.34126 -0.72446 0.53457
H -1.96909 -5.95814 5.28147
H 2.68338 2.18283 0.96651
H -5.19655 0.21720 -6.01178
H -1.83102 3.80998 -3.48375
H 2.36458 1.12533 2.91417
H 8.92530 -0.45485 2.03742
H -3.55805 1.50432 -1.67406
H -0.73969 -7.86740 4.45123
H 1.22371 1.79036 4.05015
H 3.56076 -5.87786 -4.98313
H -5.27673 0.60901 -7.73952
H -3.46312 6.99251 -1.67979
H -0.06848 1.92497 1.67520
H -6.28038 1.39908 -0.26348
H -7.54534 0.79539 -6.13771
H 3.60474 -0.41336 -1.87311
H -1.04185 2.92176 0.62179
H 2.65784 -5.30359 -3.59918
H 3.02977 3.88286 0.92055

---

2.
168
Properties=species:S:1:pos:R:3 method="wB97M-V/def2-TZVPD" lumo_ev=-0.78 homo_ev=-9.4832 gap_ev=8.703 spin_multiplicity=1
Br -0.86541 -3.35155 -1.44956
Cl -2.09103 3.02115 4.47385
Cl -11.36369 3.40317 8.52119
Cl -1.73644 -6.17080 0.21480
Cl 6.44220 -10.93471 4.28113
Cl -2.21135 0.19765 5.19237
Cl 6.23026 -3.15307 -7.60062
Cl -9.49231 2.44463 -7.52538
Cl 9.43125 -1.82759 -7.92610
Cl 2.65056 2.35626 -6.72292
Cl -2.75094 -1.09470 -5.66962
Cl -4.08518 -2.01706 6.52318
Cl 11.03529 -0.57022 -2.25655
Cl 4.33509 -10.10560 6.13390
Cl 1.90746 5.00357 4.37981
Cl -2.37919 2.22878 8.09031
Cl -0.42964 4.30500 7.40969
Cl -9.84173 -0.01874 5.62476
Cl -6.48995 4.15767 -3.74218
Cl 2.54975 -7.90291 2.88209
Cl -10.80655 5.80371 3.74338
Cl 1.42647 1.74896 -4.13221
Cl -7.55118 -0.55726 3.89159
Cl -1.68063 0.43447 -3.42170
Cl 3.93554 -5.16854 -3.61168
Cl 7.28625 -5.15727 -5.73846
Cl -7.00634 8.88736 -2.27736
Cl -4.32165 -2.69820 -2.55757
Cl -5.68468 1.76706 -5.22539
Cl -7.84649 1.16519 0.20818
Cl 11.18981 -0.31916 -6.19484
Cl -9.20086 8.28531 -4.11843
Cl -9.68643 3.10792 4.01962
Cl -0.60441 -6.87118 2.81030
Cl -6.31552 -1.56491 8.34567
Cl 4.66312 -8.72549 1.03218
Cl -5.69469 -2.07875 -5.07873
Cl -13.59237 2.83704 6.70961
Cl 0.68263 5.45292 1.75846
Cl 2.79436 -3.21678 -5.49292
Cl -7.96002 -0.06380 -7.50533
Cl 10.79188 -3.28343 -3.33859
Cl 15.10563 3.82251 0.81794
Cl -6.61611 4.11899 1.55193
Cl 15.35300 2.48256 -1.77512
Cl 10.63966 3.15813 1.53257
Cl -7.55165 6.74582 0.65208
Cl -5.65195 0.68492 -1.64206
Cl 10.79167 3.25649 -1.38201
F 5.51405 -2.14894 -2.51481
F 4.09103 -1.04542 -3.75499
F 5.63021 -0.17749 -0.75681
F 4.53341 1.16059 -2.10837
F 6.07630 -0.30107 -3.45727
O 1.06344 1.44351 2.43052
O 4.39192 1.79442 1.27594
O -0.80877 -2.39259 1.63335
N 2.65612 2.99286 0.05272
N -0.50964 -0.06242 1.64873
N -2.69387 1.71840 2.32828
C 4.08470 -4.39321 -5.19694
C -7.59592 7.80947 -3.54808
C 10.54895 2.22496 0.03672
C -9.56383 0.67631 -7.53904
C -8.07645 -0.09801 5.51195
C -5.88394 -2.51914 -3.37892
C -1.45996 0.42908 0.62331
C 1.22960 -4.46438 0.23385
C -2.07601 -6.44542 1.92440
C 2.72834 -1.72215 -1.22566
C -4.55667 -1.57886 8.16504
C 14.52540 3.74276 -0.85022
C 7.45186 -4.40493 -7.33514
C 9.54577 -0.43943 -6.82994
C 5.06991 -0.95070 -2.85481
C 2.13790 1.08315 -5.61015
C -0.21378 -1.42951 1.25684
C 6.05987 -10.43519 5.93389
C 0.76820 0.58875 1.64292
C -2.38151 1.50320 1.12680
C 0.99254 -1.30235 0.35045
C 1.56371 -2.14716 -0.59066
C 1.60162 -0.09013 0.58600
C 2.75641 0.35675 -0.02160
C -3.09247 0.11604 -4.43207
C 9.93080 -1.83443 -2.81270
C -12.06850 2.24380 7.39039
C -2.06367 3.96676 7.99315
C 4.27685 -8.22709 2.68414
C 2.62542 -4.32363 0.84809
C 4.61362 -0.08690 -1.64245
C 2.59484 3.20480 -1.41461
C -7.57298 5.55082 1.95497
C 3.32781 -0.50269 -0.95864
C 1.00670 -3.50356 -0.93300
C -11.16244 4.07757 3.89314
C 3.38335 4.15558 0.59620
C -7.00853 2.87079 -4.84018
C 0.39727 5.07364 3.45549
C -6.08951 1.09220 0.02684
C -1.15213 1.55123 4.79970
B 3.30371 1.77631 0.42838
H -2.84575 2.11268 0.36057
H -6.41146 -3.46264 -3.31122
H -0.89751 0.78328 -0.23492
H 2.89945 5.06186 0.25652
H 4.03388 -5.15944 -5.96025
H -4.18436 -0.58398 8.38041
H 1.57288 -3.87780 -1.76822
H -0.49451 1.73831 5.64176
H -7.71272 -0.83018 6.22178
H -7.15846 6.00262 2.84770
H 2.99999 0.49001 -5.34123
H 9.57337 1.75656 -0.03441
H 8.42920 -3.94510 -7.42256
H 0.52116 -4.27080 1.02568
H 6.34400 -11.23001 6.61235
H 2.08437 4.13912 -1.61989
H -2.17284 4.39455 8.98211
H -7.79885 2.30607 -4.35988
H 3.14411 -2.40943 -1.93269
H -7.67221 0.88075 5.74362
H -6.44732 -1.73550 -2.88629
H -0.57512 1.30728 3.91322
H -12.25903 1.31538 7.91444
H 2.09997 2.41872 -1.98301
H -10.11651 0.34602 -6.66808
H -8.59601 5.24333 2.12968
H 3.32668 4.16048 1.67196
H -2.77699 4.40729 7.30692
H 3.41272 -4.38630 0.10390
H -2.06588 -0.40445 0.28538
H -4.13525 -2.29778 8.85663
H -5.69074 0.33523 0.69128
H 9.26873 -2.10018 -1.99678
H -6.90613 7.84440 -4.38227
H 5.03423 -3.88454 -5.24191
H -11.36813 2.07965 6.58109
H 4.82714 -7.32137 2.90984
H 1.12195 -5.49136 -0.08979
H -2.19088 1.05315 2.92690
H -0.08198 4.10749 3.49758
H 7.34094 -5.17686 -8.08769
H 1.39451 0.46696 -6.10295
H 4.29234 1.05356 1.88357
H -2.78792 -7.25660 2.01588
H 4.41750 4.20867 0.26378
H 9.31580 0.46065 -7.38651
H 3.59584 3.33092 -1.81641
H -11.76114 3.92430 4.78320
H 2.75709 -5.17631 1.50518
H 6.61471 -9.53278 6.15958
H 2.70726 -3.43911 1.46599
H 14.70597 4.69840 -1.32668
H 4.56320 -9.01959 3.36459
H -5.66653 2.05785 0.26630
H 13.46652 3.51907 -0.83773
H -0.24372 5.83031 3.89156
H -3.38942 1.04180 -4.90825
H -7.65332 6.80408 -3.15139
H -7.36981 3.31462 -5.75761
H -10.06892 0.36449 -8.44483
H 8.84373 -0.56537 -6.01403
H -2.48230 -5.53508 2.34914
H 9.36033 -1.44820 -3.64860
H 11.32750 1.47197 0.05229
H -11.70837 3.75928 3.01353
H -3.89156 -0.25281 -3.80017

---

3.
118
Properties=species:S:1:pos:R:3 method="wB97M-V/def2-TZVPD" lumo_ev="0.26 / 0.27" homo_ev="-6.5924 / -6.9006" gap_ev="6.848 / 7.175" spin_multiplicity=3
Sb -1.18308 -2.06210 0.32176
Sb -1.32993 1.20108 3.36016
Ti 0.09885 0.53345 -0.52558
Cl -0.17211 2.74929 0.19639
Si 0.09776 0.44012 -3.12435
Si 0.98934 2.44729 -3.90211
Si -1.97848 0.26943 -4.14871
Si 1.44946 -1.20501 -4.05749
N 4.29829 0.94990 0.77128
N 2.18756 0.61435 -0.23816
N 3.62364 -1.17603 0.09235
C -0.79058 -2.19047 2.44173
C -0.19316 2.87691 4.03577
C -0.14527 4.83105 5.46800
C 4.99158 -1.67301 0.13328
C 4.69784 0.61998 2.13890
C 4.18311 2.38554 0.56251
C 3.24652 -0.89067 -3.56630
C -3.88654 -5.35684 1.32168
C -2.67787 0.56683 -0.22729
C 1.76756 4.29635 4.12327
C -0.23865 3.84847 -3.75187
C 0.36822 0.10346 2.56405
C -2.45794 -3.73905 0.24939
C 2.64712 -2.12779 -0.40538
C -2.97886 -4.30748 1.40931
C -2.13232 -1.51648 6.72018
C 1.57531 2.40091 -5.68235
C -3.07244 1.70280 -3.58427
C -3.61869 1.57754 -0.07869
C -1.99683 0.27818 -6.02596
C -0.12456 0.29644 6.09848
C 0.41997 -1.38460 2.90576
C 3.31796 0.13931 0.20096
C 1.45001 -1.34448 -5.92493
C -2.79042 -0.64486 0.44677
C -0.80996 3.72372 4.95789
C -3.90635 -0.84851 1.25767
C 2.47360 2.92394 -2.84789
C -1.19948 0.14467 5.22165
C -4.27323 -5.84410 0.08232
C -0.04982 -0.45007 7.26679
C 1.14626 5.11780 5.05228
C -2.20309 -0.76603 5.55106
C 1.09957 3.18661 3.61892
C -3.75449 -5.28343 -1.07630
C -2.81255 -1.33093 -3.62462
C -4.71828 1.35734 0.73316
C -2.84637 -4.23592 -0.99568
C 0.93517 -2.91400 -3.43696
C -1.05454 -1.35779 7.57802
C -4.86628 0.14170 1.39268
H 2.08839 -2.18227 -6.22507
H -1.06878 3.74386 -4.45332
H -0.63818 -3.25006 2.65700
H -1.82050 3.52348 5.29880
H -3.48308 2.51991 -0.59171
H 3.70670 -0.20435 -4.28303
H 0.17432 -3.33004 -4.10375
H -3.05617 -0.89774 4.89296
H -3.84412 -1.36402 -3.98954
H 3.82968 -1.81738 -3.57329
H -2.60598 2.29780 -2.79800
H -1.86909 0.76723 -0.93704
H -4.05350 -5.66084 -2.04562
H 0.75504 2.17644 -6.36781
H 3.15365 2.08410 -2.68771
H 2.11786 3.27538 -1.87430
H 4.61825 -0.44686 2.32169
H -5.46247 2.13408 0.85409
H -2.45185 -3.80637 -1.90874
H 2.00195 3.36847 -5.96484
H 1.78327 -3.60632 -3.43433
H -0.64916 3.89798 -2.74045
H 1.59221 2.58152 2.87084
H 2.13487 1.60901 -0.02940
H 1.66280 5.98519 5.44288
H -4.03235 1.33780 -3.20747
H -2.27578 -2.19022 -4.03880
H -0.63716 5.47384 6.18699
H 3.33040 -0.43122 -2.58047
H 0.38925 0.20012 1.48215
H 5.68835 -0.85828 0.29612
H -5.72923 -0.02852 2.02421
H 0.45052 -1.52889 -6.31325
H 0.79094 -0.32222 7.93696
H 5.72958 0.92848 2.30979
H -1.00002 -1.93644 8.49129
H 0.66363 1.00686 5.87330
H 2.20149 -2.71410 0.40202
H 3.03143 3.73846 -3.32110
H 1.27537 0.60327 2.90214
H 3.35855 2.82995 1.13684
H -4.29084 -5.79258 2.22660
H -1.70368 -1.88618 2.96113
H -4.03611 -1.78559 1.78907
H -3.27276 2.37159 -4.42532
H -2.84374 -1.43650 -2.53588
H -4.97894 -6.66220 0.01964
H 0.53734 -1.49886 3.98726
H 3.14077 -2.80917 -1.09826
H -2.69100 -3.94298 2.38511
H -1.55568 -0.62555 -6.44315
H 1.32328 -1.81420 2.45859
H -1.44938 1.13176 -6.43130
H -3.03107 0.34135 -6.37962
H 4.04090 2.61144 -0.49177
H 0.26727 4.79621 -3.96236
H 1.85458 -1.62781 -0.95555
H -2.91960 -2.21947 6.96122
H 0.50788 -2.88804 -2.43241
H 2.34388 1.64042 -5.82847
H 2.76992 4.52608 3.78263
H 1.82670 -0.44061 -6.40279
H 5.11068 2.85273 0.89045
H 5.11427 -2.41604 0.92457
H 5.22575 -2.14497 -0.82289
H 4.05601 1.13732 2.86295